No. 1
This record from the Open Molecules 2025 dataset describes a molecular structure, C42H50BN4OS2Tc. The level of theory is the ωB97M-V functional and the def2-TZVPD basis.

Positions of all 101 atoms, in Å:
Tc1 -0.496 -0.322 -0.431
C1 -0.372 -1.870 3.612
C2 -0.140 -1.793 2.130
N1 -0.191 -0.586 1.561
N2 -0.329 0.438 2.417
C3 -0.880 1.523 2.009
S1 -1.503 1.646 0.370
S2 -1.167 2.839 3.087
C4 0.253 2.892 4.283
C5 0.657 1.706 5.095
C6 1.573 0.775 4.613
C7 2.087 -0.202 5.449
C8 1.708 -0.253 6.782
C9 0.775 0.650 7.262
C10 0.248 1.616 6.423
C11 0.127 -3.015 1.434
C12 0.120 -4.251 2.124
C13 0.525 -5.420 1.532
C14 0.979 -5.417 0.210
C15 0.921 -4.265 -0.525
C16 0.439 -3.062 0.033
O1 0.254 -2.040 -0.732
H1 -0.339 -0.880 4.058
H2 0.382 -2.493 4.086
H3 -1.356 -2.302 3.805
H4 -0.092 3.691 4.938
H5 1.092 3.252 3.690
H6 1.898 0.821 3.585
H7 2.804 -0.914 5.067
H8 2.141 -0.988 7.445
H9 0.476 0.622 8.300
H10 -0.460 2.331 6.814
H11 -0.223 -4.290 3.145
H12 0.484 -6.343 2.090
H13 1.348 -6.325 -0.241
H14 1.206 -4.243 -1.566
C17 4.590 0.188 -4.202
C18 3.585 -0.121 -3.090
C19 4.298 -0.450 -1.778
C20 2.678 -1.283 -3.431
C21 3.235 -2.511 -3.746
C22 2.426 -3.617 -3.918
C23 1.056 -3.493 -3.810
C24 0.442 -2.262 -3.571
C25 -1.079 -2.281 -3.549
C26 -1.809 -0.973 -3.257
C27 -1.615 -2.799 -4.892
C28 1.278 -1.163 -3.369
N3 0.800 0.151 -3.111
B1 0.502 0.849 -1.882
N4 0.539 2.237 -2.266
C29 0.794 2.321 -3.605
C30 0.953 1.070 -4.111
C31 0.343 3.409 -1.505
C32 -0.686 4.303 -1.838
C33 -0.885 5.410 -1.026
C34 -0.100 5.623 0.090
C35 0.948 4.769 0.371
C36 1.209 3.670 -0.435
C37 2.474 2.872 -0.210
C38 2.398 2.039 1.068
C39 3.680 3.819 -0.154
C40 -1.541 4.131 -3.072
C41 -3.034 4.273 -2.778
C42 -1.123 5.178 -4.112
H15 5.091 1.132 -3.999
H16 4.086 0.272 -5.162
H17 5.347 -0.587 -4.274
H18 3.000 0.785 -2.926
H19 4.895 -1.350 -1.886
H20 3.572 -0.611 -0.983
H21 4.954 0.365 -1.488
H22 4.306 -2.605 -3.836
H23 2.864 -4.581 -4.124
H24 0.439 -4.372 -3.928
H25 -1.356 -3.007 -2.770
H26 -1.551 -0.196 -3.973
H27 -1.607 -0.587 -2.233
H28 -2.884 -1.144 -3.319
H29 -1.300 -2.149 -5.706
H30 -2.702 -2.824 -4.872
H31 -1.265 -3.803 -5.104
H32 0.891 3.262 -4.110
H33 1.177 0.777 -5.120
H34 -1.664 6.115 -1.270
H35 -0.287 6.476 0.723
H36 1.593 4.988 1.208
H37 2.621 2.183 -1.045
H38 1.987 2.641 1.872
H39 3.388 1.693 1.357
H40 1.761 1.165 0.914
H41 3.718 4.356 0.790
H42 3.628 4.549 -0.955
H43 4.604 3.258 -0.256
H44 -1.383 3.134 -3.493
H45 -3.276 5.286 -2.470
H46 -3.334 3.583 -1.993
H47 -3.605 4.050 -3.677
H48 -1.359 6.176 -3.756
H49 -1.650 5.018 -5.048
H50 -0.054 5.152 -4.311

Forces on atoms 1 to 6 (eV/Å):
-0.4 0.5 0.0
0.1 0.2 0.1
-0.3 0.9 0.5
0.4 -1.1 -1.0
-0.3 1.7 1.2
0.5 -1.5 0.3

Its spin multiplicity is 2. As for the total charge: +1. As for the lowest unoccupied orbital energy (spin up / spin down): -0.19064 / -0.17964 hartree. The largest force on an atom is 3.042 eV/A. The value obtained for the orbital gap (spin up / spin down) is 5.2 / 5.5 eV. The calculation puts the electronic energy at -2826.521133 Ha. Its expectation value of S² is 0.77.

***

No. 2
This record from the Open Molecules 2025 dataset describes a molecular structure, C30H29N7O3Pd. The level of theory is the ωB97M-V functional and the def2-TZVPD basis.

Positions of all 70 atoms, in Å:
Pd1 -0.445 0.433 -0.672
C1 -4.057 -1.505 3.188
C2 -3.368 -2.005 2.082
C3 -2.367 -1.279 1.478
C4 -1.964 -0.005 1.964
C5 -2.693 0.491 3.076
C6 -3.714 -0.245 3.657
N1 -0.975 0.655 1.312
C7 -0.511 1.930 1.685
C8 -0.230 2.332 2.982
C9 0.274 3.610 3.258
C10 0.547 4.473 2.212
C11 0.313 4.086 0.896
C12 -0.224 2.824 0.604
N2 -0.536 2.381 -0.648
N3 0.044 3.007 -1.743
C13 0.433 2.194 -2.674
C14 1.104 2.680 -3.856
C15 1.571 1.812 -4.789
C16 1.381 0.414 -4.630
C17 0.716 -0.008 -3.501
N4 0.231 0.805 -2.568
H1 -4.838 -2.084 3.669
H2 -3.638 -2.975 1.676
H3 -1.879 -1.657 0.591
H4 -2.468 1.475 3.462
H5 -4.261 0.184 4.493
H6 -0.346 1.621 3.791
H7 0.463 3.903 4.286
H8 0.966 5.455 2.411
H9 0.573 4.733 0.069
H10 1.270 3.746 -3.932
H11 2.108 2.182 -5.658
H12 1.753 -0.290 -5.362
H13 0.547 -1.066 -3.319
C18 5.048 -3.360 -0.047
C19 3.844 -2.560 -0.541
C20 2.721 -2.363 0.509
C21 3.250 -1.795 1.836
C22 2.110 -1.393 2.776
C23 2.059 -3.696 0.750
O1 2.531 -4.573 1.462
N5 0.914 -3.884 0.053
C24 0.101 -2.883 -0.567
O2 -0.934 -3.290 -1.072
N6 0.526 -1.612 -0.548
C25 1.787 -1.295 -0.111
O3 2.284 -0.185 -0.211
H14 5.712 -3.593 -0.883
H15 4.730 -4.293 0.418
H16 5.618 -2.787 0.686
H17 3.410 -3.055 -1.416
H18 4.156 -1.563 -0.853
H19 3.863 -0.924 1.603
H20 3.867 -2.555 2.320
H21 1.424 -0.692 2.296
H22 2.508 -0.908 3.669
H23 1.541 -2.273 3.089
H24 0.456 -4.778 0.147
C26 -4.013 2.289 -2.991
C27 -4.064 2.445 -1.613
C28 -3.536 1.452 -0.807
N7 -2.962 0.344 -1.278
C29 -2.951 0.188 -2.603
C30 -3.444 1.128 -3.492
H25 -4.409 3.047 -3.656
H26 -4.490 3.336 -1.169
H27 -3.559 1.549 0.273
H28 -2.510 -0.737 -2.960
H29 -3.369 0.960 -4.560

Forces on atoms 1 to 6 (eV/Å):
0.8 -0.6 -0.2
-0.1 -0.1 0.1
0.0 0.1 0.1
0.1 0.1 0.0
-0.1 0.0 0.1
0.1 0.1 -0.1

As for the total charge: -2. As for the lowest unoccupied orbital energy: 0.17524 hartree. The largest force on an atom is 0.998 eV/A. The value obtained for the orbital gap is 4.8 eV. The calculation puts the electronic energy at -1897.598260 Ha.

***

No. 3
This record from the Open Molecules 2025 dataset describes a single CH6N4S molecule. The level of theory is the ωB97M-V functional and the def2-TZVPD basis.

Positions of all 12 atoms, in Å:
C1 -0.945 -0.396 0.071
H1 -0.077 1.653 -1.296
H2 0.687 1.974 -0.026
H3 -1.766 1.195 0.846
H4 -2.245 -1.901 -0.248
H5 0.116 -2.025 -0.747
H6 1.961 -0.827 1.283
N1 -0.174 1.980 -0.303
N2 -0.853 0.901 0.420
N3 -2.227 -0.866 0.021
N4 0.248 -1.064 -0.323
S1 1.752 -0.272 0.066

Forces on atoms 1 to 6 (eV/Å):
-3.2 -2.3 -1.9
-0.6 0.6 0.9
6.4 0.2 2.6
1.4 -0.1 -1.0
0.2 1.6 0.8
0.8 1.8 0.8

As for the SMILES: [H]/N=C(/NN)NS. As for the lowest unoccupied orbital energy: 0.01617 hartree. The largest force on an atom is 7.667 eV/A. The value obtained for the orbital gap is 9.2 eV. The calculation puts the electronic energy at -658.822410 Ha.